84
Properties=species:S:1:pos:R:3:lowdin_charge:R:1 method="wB97M-V/def2-TZVPD" e_tot_ha=-2894.1253 homo_ev=-9.06 smiles="C=CC[C@@]1(CCOCC)[C@H](OCCOCC)C(=O)N[C@@]1(N=C=O)PP(=O)(O)O.O=[N+]([O-])c1ccccc1.O=[N+]([O-])c1ccccc1" spin_multiplicity=1 mol_weight_g_mol=684.58 orbital_gap_ev=8.38 lumo_energy_ev=-0.7
C -1.1785 4.2403 -2.6984 0.007
C -0.8615 3.2156 -1.9028 -0.170
C 0.3423 2.3234 -2.0949 -0.163
C 1.2281 2.1818 -0.8225 -0.313
C 0.3425 1.7820 0.3719 -0.103
C -0.5020 0.5150 0.1353 -0.196
O -1.8923 0.8118 0.1267 -0.148
C -2.5625 0.2072 -0.9671 -0.259
C -2.6791 -1.3257 -0.8624 -0.062
C 2.2390 1.0286 -1.1154 -0.193
O 2.4163 0.2727 0.0643 -0.115
C 3.3138 -0.8201 -0.0828 -0.135
C 3.2280 -1.6453 1.2187 -0.178
O 2.5383 -2.8519 1.0146 -0.135
C 1.3036 -2.9803 1.7115 -0.249
C 1.2555 -4.3407 2.4421 -0.057
C 3.5582 1.8311 -1.2421 -0.401
O 4.4665 1.6862 -1.9947 0.146
N 3.4441 2.8288 -0.1969 0.063
C 2.1378 3.4455 -0.5120 -0.574
N 1.5467 4.2337 0.5647 0.147
C 2.3450 4.8348 1.2909 -0.302
O 3.0356 5.4983 1.9305 0.221
P 2.4666 4.6002 -1.9830 0.963
P 4.4749 5.4071 -1.7726 0.267
O 4.5062 6.5319 -0.8354 -0.304
O 4.8290 5.9575 -3.2701 -0.180
O 5.6286 4.3215 -1.4369 -0.170
H -0.8549 4.2900 -3.7317 0.061
H -1.8189 5.0079 -2.2812 0.057
H -1.5341 3.0108 -1.0767 0.095
H 0.0039 1.3383 -2.4296 0.108
H 0.9083 2.7358 -2.9304 0.069
H -0.3668 2.5778 0.5945 0.110
H 0.9417 1.6762 1.2740 0.118
H -0.1851 -0.0359 -0.7528 0.121
H -0.3068 -0.1576 0.9788 0.119
H -3.5537 0.6629 -0.9973 0.118
H -2.0915 0.4613 -1.9240 0.102
H -3.7070 -1.6753 -0.8326 0.058
H -2.1076 -1.7444 -0.0359 0.077
H -2.2533 -1.7623 -1.7699 0.058
H 1.9394 0.4277 -1.9746 0.162
H 4.3506 -0.4904 -0.2111 0.125
H 3.0337 -1.4932 -0.8978 0.139
H 2.7664 -0.9941 1.9666 0.124
H 4.2468 -1.8457 1.5667 0.124
H 0.4715 -2.9086 1.0040 0.109
H 1.1688 -2.2066 2.4689 0.085
H 2.1592 -4.9013 2.2065 0.077
H 1.2405 -4.1805 3.5202 0.040
H 0.3785 -4.9052 2.1273 0.070
H 3.5447 2.4793 0.7487 0.146
H 2.5749 3.7527 -3.1104 -0.060
H 4.9217 5.2302 -3.9010 0.065
H 6.0489 4.0001 -2.2437 0.069
O 0.7364 -2.5491 4.7821 0.049
N 1.1187 -1.8803 5.7252 -0.330
O 2.0776 -2.1504 6.4158 0.094
C 0.3632 -0.6610 6.0421 -0.145
C -0.7529 -0.3470 5.2863 -0.001
C -1.4732 0.7946 5.5984 -0.061
C -1.0709 1.6045 6.6524 -0.068
C 0.0567 1.2781 7.3950 -0.064
C 0.7821 0.1374 7.0915 -0.003
H -1.0626 -0.9790 4.4671 0.119
H -2.3502 1.0511 5.0203 0.110
H -1.6384 2.4929 6.8965 0.108
H 0.3696 1.9119 8.2131 0.109
H 1.6582 -0.1208 7.6676 0.120
O -4.0045 -3.9860 -1.5862 0.068
N -3.5782 -4.1301 -2.7141 -0.344
O -2.4025 -4.0887 -3.0178 0.076
C -4.5532 -4.3639 -3.7883 -0.145
C -5.9020 -4.3801 -3.4807 -0.002
C -6.8188 -4.5807 -4.5000 -0.065
C -6.3801 -4.7652 -5.8046 -0.071
C -5.0219 -4.7546 -6.0936 -0.065
C -4.0980 -4.5521 -5.0810 -0.003
H -6.2391 -4.2367 -2.4649 0.119
H -7.8767 -4.5908 -4.2766 0.108
H -7.0992 -4.9170 -6.5989 0.107
H -4.6821 -4.9013 -7.1095 0.108
H -3.0411 -4.5407 -5.3019 0.119